# 1
This record from OMol25 describes a structure of composition C60H83MnN7P2SbSi5. The level of theory is the ωB97M-V functional and the def2-TZVPD basis.

Geometry as ORCA input:
```
! RIJCOSX wB97M-V def2-TZVPD def2/J DEFGRID3
* xyz -1 6
Mn 0.527 0.242 -0.026
C 4.001 2.294 -3.645
Si 2.896 2.489 -2.087
C 4.132 3.128 -0.769
C 1.670 3.923 -2.406
N 1.953 1.101 -1.652
P 2.182 -0.372 -2.222
C 0.907 -1.434 -1.408
P -0.785 -2.047 -1.546
N -2.098 -1.240 -1.156
Si -3.466 -0.918 -2.156
C -4.300 0.792 -1.952
C -4.918 -2.087 -1.670
C -3.209 -1.086 -4.054
C -0.895 -3.068 -3.069
C -2.064 -3.795 -3.302
C -2.106 -4.774 -4.271
C -0.972 -5.073 -5.016
C 0.206 -4.388 -4.763
C 0.243 -3.415 -3.786
C -0.740 -3.559 -0.534
C 0.291 -4.493 -0.675
C 0.117 -5.796 -0.263
C -1.110 -6.216 0.236
C -2.146 -5.301 0.359
C -1.958 -3.985 -0.008
C 3.876 -0.864 -1.734
C 4.344 -0.167 -0.611
C 5.664 -0.197 -0.229
C 6.595 -0.897 -0.986
C 6.158 -1.572 -2.115
C 4.828 -1.568 -2.482
C 2.200 -0.537 -4.030
C 2.633 -1.676 -4.730
C 2.616 -1.710 -6.108
C 2.147 -0.628 -6.840
C 1.694 0.500 -6.161
C 1.730 0.542 -4.786
H 4.903 2.891 -3.553
H 4.309 1.260 -3.775
H 3.494 2.606 -4.551
H 4.280 4.197 -0.898
H 3.777 2.977 0.243
H 5.104 2.651 -0.862
H 2.212 4.845 -2.592
H 1.028 3.742 -3.263
H 1.037 4.086 -1.540
H -4.540 1.013 -0.921
H -3.707 1.608 -2.346
H -5.237 0.778 -2.504
H -5.282 -1.856 -0.674
H -5.752 -1.955 -2.352
H -4.650 -3.139 -1.682
H -2.154 -1.155 -4.301
H -3.683 -1.980 -4.448
H -3.613 -0.232 -4.588
H -2.934 -3.592 -2.702
H -3.024 -5.318 -4.452
H -1.004 -5.845 -5.770
H 1.102 -4.620 -5.322
H 1.160 -2.906 -3.549
H 1.214 -4.202 -1.158
H 0.928 -6.505 -0.371
H -1.262 -7.250 0.506
H -3.104 -5.625 0.740
H -2.756 -3.261 0.073
H 3.641 0.429 -0.051
H 5.980 0.351 0.648
H 7.641 -0.903 -0.713
H 6.870 -2.095 -2.739
H 4.567 -2.094 -3.383
H 2.980 -2.555 -4.208
H 2.965 -2.597 -6.621
H 2.133 -0.663 -7.920
H 1.316 1.346 -6.721
H 1.397 1.420 -4.254
C -4.288 5.886 0.052
C -3.147 4.923 0.209
C -2.425 4.858 1.401
C -1.375 3.987 1.549
C -0.948 3.123 0.515
N 0.115 2.272 0.663
C 1.194 2.763 1.367
C 1.478 4.124 1.525
C 2.570 4.563 2.253
C 3.445 3.653 2.823
C 4.654 4.091 3.598
C 3.239 2.301 2.591
C 2.139 1.829 1.871
N 1.940 0.514 1.513
C 2.637 -0.439 2.145
C 2.774 -1.736 1.690
C 2.194 -2.145 0.498
N 1.213 -1.456 -0.075
C -1.694 3.197 -0.680
C -2.766 4.072 -0.812
N -1.339 2.402 -1.775
C -1.528 2.739 -3.068
C -1.136 1.666 -3.830
C -0.709 0.723 -2.898
N -0.824 1.176 -1.660
H -3.938 6.914 0.167
H -4.756 5.792 -0.926
H -5.047 5.708 0.814
H -2.711 5.495 2.227
H -0.846 3.964 2.485
H 0.826 4.857 1.070
H 2.757 5.625 2.351
H 4.644 5.165 3.765
H 4.690 3.591 4.566
H 5.564 3.836 3.054
H 3.999 1.617 2.933
H 3.194 -0.173 3.035
H 3.451 -2.401 2.202
H 2.535 -3.072 0.044
H -3.327 4.081 -1.734
H -1.888 3.702 -3.366
H -1.145 1.566 -4.895
H -0.344 -0.266 -3.113
C 0.399 -3.129 4.965
Si -1.233 -2.564 4.100
C -2.563 -2.413 5.491
C -1.843 -4.146 3.220
Sb -0.901 -0.475 2.461
Si -0.081 0.739 4.737
C -0.104 2.654 4.622
C -0.944 0.451 6.451
C 1.712 0.238 5.234
Si -3.412 0.176 2.771
C -3.774 1.600 1.560
C -4.512 -1.306 2.264
C -4.067 0.844 4.451
H 0.343 -4.176 5.255
H 0.615 -2.550 5.858
H 1.243 -3.026 4.287
H -2.321 -3.057 6.330
H -3.530 -2.721 5.111
H -2.661 -1.404 5.860
H -2.202 -4.885 3.931
H -1.057 -4.604 2.630
H -2.663 -3.907 2.555
H -1.105 3.016 4.411
H 0.559 2.988 3.833
H 0.227 3.113 5.549
H -2.001 0.677 6.446
H -0.479 1.102 7.186
H -0.816 -0.568 6.793
H 2.419 0.989 4.900
H 1.988 -0.711 4.791
H 1.816 0.139 6.310
H -3.182 1.460 0.662
H -3.495 2.559 1.982
H -4.821 1.659 1.276
H -4.180 -1.682 1.301
H -5.554 -1.015 2.168
H -4.460 -2.125 2.973
H -3.410 1.613 4.839
H -4.160 0.067 5.198
H -5.047 1.288 4.314
*
```

Output
LUMO (alpha / beta) = 2.312 / 2.299 eV
<S²> = 8.773
F_max = 5.57 eV/Å
Gap between HOMO and LUMO (alpha / beta) = 0.1888 / 0.2178 hartree

=====

# 2
This record from OMol25 describes a cluster of 15 separate species, C60H90O45 in total. The level of theory is the ωB97M-V functional and the def2-TZVPD basis.

Geometry as ORCA input:
```
! RIJCOSX wB97M-V def2-TZVPD def2/J DEFGRID3
* xyz 0 1
C -4.763 -2.566 -5.173
C -3.856 -3.674 -5.752
C -4.447 -5.049 -5.568
O -4.327 -5.492 -6.938
C -4.154 -4.515 -7.801
O -4.160 -4.582 -9.002
O -3.858 -3.360 -7.149
H -5.745 -2.637 -5.641
H -4.435 -1.535 -5.300
H -4.909 -2.570 -4.092
H -2.843 -3.549 -5.368
H -5.493 -5.178 -5.288
H -3.848 -5.722 -4.954
C -1.606 -0.114 -6.764
C -1.112 0.201 -5.365
C -0.198 -0.809 -4.681
O 0.961 -0.072 -4.508
C 0.754 1.272 -4.699
O 1.523 2.169 -4.357
O -0.382 1.405 -5.411
H -2.498 0.499 -6.896
H -1.967 -1.129 -6.933
H -0.916 0.229 -7.534
H -2.014 0.305 -4.762
H 0.116 -1.683 -5.252
H -0.729 -1.202 -3.814
C 0.206 6.888 1.673
C 0.107 5.647 2.534
C -0.822 4.539 2.145
O -0.010 3.362 2.325
C 1.210 3.679 2.723
O 2.124 2.874 2.957
O 1.349 5.004 2.801
H 1.032 6.762 0.973
H 0.601 7.728 2.245
H -0.721 7.030 1.116
H -0.128 5.904 3.567
H -1.185 4.598 1.119
H -1.667 4.633 2.827
C -4.376 2.401 -3.234
C -5.327 1.476 -3.952
C -6.677 2.064 -4.402
O -6.826 1.796 -5.785
C -5.713 1.286 -6.242
O -5.525 0.911 -7.398
O -4.798 1.331 -5.272
H -3.339 2.237 -3.526
H -4.445 2.298 -2.151
H -4.668 3.403 -3.550
H -5.387 0.482 -3.510
H -6.758 3.092 -4.049
H -7.456 1.532 -3.857
C -1.888 4.129 -1.716
C -0.515 3.578 -2.244
C 0.319 4.691 -2.938
O 1.553 4.706 -2.265
C 1.516 3.860 -1.180
O 2.357 3.622 -0.391
O 0.318 3.253 -1.165
H -1.895 5.016 -1.083
H -2.346 3.331 -1.133
H -2.596 4.366 -2.511
H -0.762 2.808 -2.975
H -0.137 5.681 -2.914
H 0.402 4.463 -4.000
C -2.869 -2.871 -1.529
C -3.592 -3.515 -0.282
C -3.179 -4.907 0.179
O -2.677 -4.645 1.488
C -2.778 -3.315 1.798
O -2.673 -2.798 2.915
O -3.253 -2.688 0.704
H -3.391 -1.936 -1.729
H -2.994 -3.540 -2.381
H -1.814 -2.810 -1.261
H -4.668 -3.484 -0.456
H -2.423 -5.317 -0.490
H -3.958 -5.663 0.277
C 7.670 0.704 0.818
C 6.390 0.000 0.467
C 6.522 -1.407 -0.156
O 5.512 -2.174 0.575
C 5.174 -1.519 1.642
O 4.510 -1.977 2.550
O 5.763 -0.319 1.645
H 8.323 0.038 1.381
H 7.487 1.522 1.515
H 8.171 1.113 -0.060
H 5.835 0.712 -0.144
H 7.512 -1.851 -0.047
H 6.320 -1.485 -1.224
C 4.953 2.682 -4.062
C 4.972 1.431 -3.195
C 4.240 0.243 -3.788
O 5.363 -0.594 -4.070
C 6.464 -0.107 -3.637
O 7.556 -0.659 -3.752
O 6.287 1.059 -3.009
H 5.536 3.568 -3.807
H 3.909 2.995 -4.049
H 5.318 2.490 -5.071
H 4.490 1.753 -2.272
H 3.740 0.470 -4.729
H 3.560 -0.214 -3.069
C 0.948 -5.938 0.779
C 1.032 -4.430 0.605
C 2.452 -3.930 0.387
O 2.417 -3.435 -0.899
C 1.217 -3.567 -1.499
O 0.973 -3.150 -2.654
O 0.391 -4.085 -0.662
H 1.248 -6.443 -0.140
H -0.077 -6.193 1.049
H 1.519 -6.345 1.613
H 0.501 -3.907 1.401
H 3.073 -4.811 0.553
H 2.723 -3.198 1.148
C -5.540 -0.061 -0.486
C -5.634 0.820 0.734
C -4.543 0.535 1.704
O -4.044 1.784 1.957
C -4.494 2.724 1.050
O -4.140 3.873 0.946
O -5.461 2.143 0.343
H -5.636 -1.139 -0.353
H -4.577 0.195 -0.928
H -6.320 0.180 -1.208
H -6.590 0.813 1.256
H -3.828 -0.229 1.399
H -5.005 0.087 2.584
C -2.265 -0.186 5.872
C -1.482 0.936 5.150
C -2.149 2.233 4.878
O -1.335 3.308 5.226
C -0.140 2.770 5.710
O 0.854 3.376 6.067
O -0.334 1.419 5.851
H -2.637 0.179 6.829
H -1.584 -1.010 6.080
H -3.174 -0.548 5.392
H -1.192 0.520 4.185
H -2.925 2.267 5.643
H -2.516 2.226 3.852
C 3.724 -1.496 6.309
C 2.474 -0.818 5.722
C 2.618 0.237 4.622
O 1.742 -0.280 3.610
C 1.492 -1.520 3.826
O 0.984 -2.258 3.035
O 1.883 -1.830 5.024
H 4.422 -0.818 6.799
H 4.415 -1.994 5.629
H 3.469 -2.277 7.026
H 1.806 -0.376 6.461
H 3.681 0.280 4.384
H 2.409 1.241 4.991
C 5.431 3.574 3.367
C 5.100 3.743 1.888
C 4.387 5.074 1.638
O 5.077 5.525 0.483
C 6.112 4.751 0.150
O 7.000 4.973 -0.681
O 6.159 3.732 0.968
H 5.842 2.575 3.513
H 4.529 3.669 3.971
H 6.139 4.324 3.719
H 4.361 2.989 1.617
H 4.477 5.751 2.487
H 3.327 4.990 1.399
C 1.931 0.306 0.220
C 0.568 -0.494 0.203
C -0.522 0.050 1.169
O -1.579 0.255 0.310
C -1.264 0.077 -0.954
O -1.940 0.303 -1.978
O 0.001 -0.352 -1.083
H 2.455 0.169 1.166
H 1.605 1.346 0.202
H 2.590 0.137 -0.631
H 0.783 -1.545 0.396
H -0.181 1.049 1.441
H -0.776 -0.618 1.993
C -0.417 -5.100 6.684
C -1.016 -4.944 5.270
C -0.214 -5.664 4.212
O -1.179 -6.498 3.634
C -2.297 -6.516 4.326
O -3.171 -7.367 4.175
O -2.223 -5.657 5.318
H 0.543 -4.605 6.830
H -0.414 -6.095 7.128
H -1.125 -4.542 7.297
H -1.243 -3.920 4.977
H 0.526 -6.315 4.679
H 0.241 -5.087 3.407
*
```

Output
LUMO = -0.259 eV
F_max = 4.95 eV/Å
Gap between HOMO and LUMO = 0.3730 hartree
Energy relative to the best compared isomer or geometry (same formula, charge and spin) = 126.0 kcal per mole

=====

- Which formula does entry 1 have?
  C60H83MnN7P2SbSi5